1.
Density functional theory data (wB97M-V/def2-TZVPD) for a molecular structure, C37H55ClMnNP.

The HOMO-LUMO gap (alpha / beta) comes out at 0.2545 / 0.2587 Ha. The value obtained for the energy above the lowest of the compared OMol25 structures with the same formula, charge and spin is 0.0 kJ/mol. The total charge is 0. The expectation value of S² is 3.983. As for the multiplicity: 4.

```
96
Properties=species:S:1:pos:R:3:forces:R:3
H 1.122304 -3.380867 2.674302 -0.236 -0.267 -0.252
C -1.826508 -0.036901 6.539289 -0.082 0.050 -0.249
Cl 2.465905 -1.253750 2.880185 0.427 0.045 0.198
C 1.931919 3.820871 1.287349 -0.167 0.123 0.209
H -0.132143 2.494217 -3.443051 -0.051 0.034 0.269
C 0.511058 2.440651 2.697313 -0.320 -1.005 0.348
C 4.009517 -0.607648 -0.595791 0.065 0.139 0.162
H -0.784270 -1.591305 0.248365 0.427 0.309 -0.065
Mn 0.982264 -0.045258 1.713701 -0.884 -0.108 0.908
H 1.170887 -5.085156 2.281945 -0.189 0.209 -0.166
H -2.307165 -0.357821 7.466556 0.163 0.116 -0.304
C -2.420804 -0.333981 5.302132 0.354 0.011 0.256
C -2.161501 4.270967 -2.437707 0.045 -0.150 -0.258
H -0.049163 -4.269356 -3.473734 -0.167 0.159 0.016
C 3.874115 0.702671 -2.796714 0.228 0.020 0.225
H -0.358993 4.651811 -1.282221 -0.089 -0.133 -0.094
C -0.617444 0.671632 6.576932 -0.292 -0.063 -0.180
C -0.068144 3.588535 3.258313 0.042 0.630 -0.114
H 4.181813 0.249561 0.074805 -0.131 -0.173 -0.091
H 2.113197 1.648088 1.418690 -0.160 0.801 0.052
C -0.600865 0.796349 4.144775 -0.136 -0.123 0.498
C -0.648611 -3.349848 -3.439595 -0.195 0.083 0.047
H -2.464816 1.371380 -2.693093 0.127 0.151 0.172
H -1.184601 0.567841 -4.066777 0.125 -0.294 0.026
C -0.862078 -2.821364 -4.865617 0.239 0.098 -0.003
H -0.139841 0.888617 7.534538 -0.151 -0.066 -0.270
H 1.682328 5.951151 1.524332 -0.123 -0.196 0.052
C -2.423266 -3.626743 1.832611 -0.152 -0.316 0.662
H -0.179708 4.910268 -3.008111 -0.011 -0.104 0.075
H -1.502450 -3.514922 -5.421719 0.141 0.095 0.022
C -0.039637 2.837846 -2.398439 0.074 -0.107 -0.197
H 4.271489 0.709061 -3.818525 -0.046 0.093 0.149
P -0.032666 0.155985 -1.272435 -0.690 -0.353 0.332
H 1.861960 1.208098 -3.411421 0.131 -0.211 0.152
H -1.432272 -1.040543 -5.967387 -0.030 -0.100 0.176
H 5.686227 0.028989 -1.799195 -0.185 -0.074 -0.091
C 1.799953 0.281507 -1.417765 -0.191 0.233 -0.163
C -0.521078 -0.531561 0.307331 -0.162 1.052 -0.510
H 0.114278 -2.803925 -5.369089 -0.102 -0.049 -0.011
C 2.503054 -0.873019 -0.704503 0.264 -0.138 0.348
H -1.389966 0.006792 0.729206 0.299 0.025 -0.462
C 4.658575 -0.322625 -1.955706 -0.188 -0.096 -0.112
H 2.009297 1.227271 -0.879096 0.054 -0.286 -0.066
H -0.865660 3.469140 3.999778 0.348 0.094 -0.306
C 0.488902 -4.220692 2.333059 0.124 0.288 0.792
H -2.756047 1.153461 -0.974095 0.153 0.078 -0.118
C 1.348696 4.967749 1.851230 0.041 -0.036 -0.232
C -0.589176 -4.500336 3.399266 -0.025 -0.179 -0.306
C -2.899965 3.203756 -1.618861 0.194 0.140 0.232
C 0.045056 -2.329218 -2.529399 0.132 -0.272 0.018
H 2.106211 -1.051587 0.322105 0.340 -0.210 -0.738
H -2.499799 -1.420491 -4.616791 0.072 -0.028 -0.036
C -1.397575 -3.677465 0.745503 1.616 -0.457 0.236
H -2.391399 4.116716 -3.501920 0.029 0.000 0.104
C -0.635332 4.245094 -2.266632 -0.134 0.072 0.286
H -2.548039 5.265155 -2.179340 0.076 -0.187 -0.067
H 4.490986 -1.471820 -0.119007 -0.093 0.226 -0.069
C 0.356392 4.848785 2.837072 0.217 -0.461 -0.083
H 0.656279 -3.853128 0.172579 -0.298 -0.128 0.069
C 1.558883 2.562597 1.741977 -0.329 0.045 0.256
C -2.260074 1.808630 -1.703514 -0.265 -0.076 -0.091
H -1.783646 -3.525104 -0.266999 0.335 0.031 0.135
C -0.744972 1.860431 -1.436691 0.088 -0.001 0.201
C -0.019549 1.099838 5.394887 -0.223 -0.183 -0.085
H 1.036569 2.893553 -2.182550 -0.235 -0.054 0.005
H 2.206855 -0.521280 -3.400784 0.032 0.188 0.199
H 2.347098 -1.810443 -1.262556 -0.032 0.263 0.246
H -1.533010 -2.559825 3.508490 -0.059 -0.326 -0.104
H -0.160068 -4.388227 4.405018 -0.096 -0.040 -0.266
H 0.055312 -2.712440 -1.498071 -0.002 0.138 -0.285
H -0.904092 -5.548040 3.297053 -0.037 0.110 0.063
H -0.092730 5.740882 3.277135 0.156 -0.210 -0.157
N 0.041989 1.164847 2.962254 0.768 -0.118 -1.087
H -0.606173 2.270981 -0.418066 0.032 -0.167 -0.131
H 0.324374 -0.265978 -4.419864 -0.261 -0.112 0.161
H 4.034089 1.708517 -2.380396 -0.057 -0.134 -0.067
C 2.370902 0.415107 -2.845582 -0.106 -0.021 -0.093
H 1.098906 -2.236896 -2.836054 -0.331 0.081 -0.016
H -2.223549 -0.221812 3.140977 0.103 0.144 0.332
C -0.694094 -0.415412 -4.028025 0.131 -0.042 -0.194
H -3.941935 3.152563 -1.954102 0.127 -0.047 0.086
C -1.795736 0.040667 4.113795 0.354 0.468 0.068
H 4.731482 -1.261797 -2.521071 -0.038 0.086 0.043
H -3.073969 -4.509447 1.745213 0.016 0.102 -0.043
H -2.580774 -3.912035 3.977596 0.158 0.211 -0.146
H -1.715062 -1.132653 -2.297467 0.221 0.075 0.086
C -0.075638 -3.907755 0.984303 -1.520 0.106 -0.466
C -1.816624 -3.594418 3.252485 0.100 0.163 -0.025
C -0.662034 -0.966890 -2.589644 -0.094 0.334 -0.241
H -1.613655 -3.621267 -2.987477 0.098 0.067 -0.100
H -3.372262 -0.869421 5.263294 0.318 0.091 0.047
H -2.927766 3.509754 -0.563857 0.063 -0.047 -0.123
H -3.090190 -2.759662 1.713895 0.175 -0.114 -0.128
H 2.685571 3.900149 0.500505 -0.088 0.118 0.323
H 0.931771 1.637105 5.416094 -0.312 -0.143 -0.029
C -1.447875 -1.403530 -4.931708 -0.057 0.007 0.152
```
Forces are in eV/Å.

=====

2.
Density functional theory data (wB97M-V/def2-TZVPD) for a molecular structure, C37H55CoNP3Si.

The HOMO-LUMO gap (alpha / beta) comes out at 0.2413 / 0.2414 Ha. The total charge is +2. As for the multiplicity: 1.

```
98
Properties=species:S:1:pos:R:3:forces:R:3
H 5.550345 -2.907379 -1.924711 0.000 -0.019 0.007
H -2.476600 4.638391 0.271484 -0.009 0.005 0.005
H -0.393111 -5.068356 1.916546 -0.006 -0.053 -0.029
C 0.778491 3.005308 2.535069 0.020 -0.125 -0.083
C -0.834368 0.323963 2.052015 -0.098 -0.267 -0.081
H -4.562849 -1.624048 1.787359 -0.007 0.017 0.019
C -0.283607 -2.740111 3.332253 0.058 -0.079 -0.013
P -2.394959 0.192411 -0.657389 0.597 -0.764 -0.330
H -4.518050 2.846257 -2.386285 0.006 -0.017 -0.009
H -1.881918 0.823031 3.871266 -0.020 -0.019 0.011
H 1.344517 4.639898 3.800535 0.002 0.009 -0.004
H -4.063185 -3.222549 -0.141668 -0.026 -0.003 -0.016
H -1.599978 -3.404286 0.471399 0.020 -0.033 -0.022
H 2.361387 -2.362026 3.980411 0.020 0.032 0.011
H -5.055933 0.713453 -3.352385 -0.002 -0.009 0.008
C -0.445374 3.929168 0.058700 -0.145 -0.287 -0.133
C 2.238007 2.805779 0.082802 -0.112 0.040 -0.004
C -1.801125 3.944092 0.770708 0.083 0.028 0.033
H 1.763353 2.265638 4.307028 0.011 0.007 0.005
H -0.502343 -1.539158 -4.979098 0.033 0.007 -0.003
H -0.773495 -2.934290 -1.854965 0.003 -0.013 -0.017
C 0.947336 -2.800864 2.426119 -0.145 0.175 -0.021
C -0.526944 3.789077 -1.461273 0.005 0.050 0.042
H 5.986492 3.215116 -0.806140 -0.002 0.024 0.010
H -3.372738 3.017767 -1.062122 0.008 0.054 0.009
H 0.297326 -4.319416 -1.740476 -0.023 -0.016 -0.003
C 2.743949 4.054018 -0.260938 0.020 0.073 -0.029
C 4.151800 -1.587485 -0.982645 -0.012 -0.083 -0.060
C -1.334062 -0.981370 -3.088443 0.079 0.316 -0.006
C 0.868276 -0.352397 -3.828413 -0.040 0.032 0.002
C 4.598195 -2.823867 -1.418585 0.007 0.059 0.002
H -4.630533 0.855746 -0.968036 0.005 0.014 0.009
H -2.805871 2.592884 -2.685227 0.030 0.023 -0.027
H 0.486313 -5.632605 0.492261 0.002 0.002 0.030
H 4.470691 5.168520 -0.861914 -0.007 0.003 -0.007
H 0.443287 3.963258 -1.927768 -0.009 -0.011 -0.001
H 1.630715 -0.347631 -4.596927 -0.011 0.001 -0.012
H -2.259179 2.952377 0.769769 -0.041 0.021 -0.009
C -3.824163 -2.342097 -0.744042 0.031 -0.012 0.112
H 1.442108 1.007346 3.119461 0.022 0.032 0.021
H 2.990409 -2.021219 2.375335 0.012 -0.015 0.031
C 1.739611 2.048990 3.238674 -0.023 0.055 -0.057
C -3.599495 2.445548 -1.954647 -0.060 -0.026 0.015
H -2.362241 -1.718765 0.703953 -0.013 0.051 0.026
C 2.585338 -3.843530 -0.569843 0.024 -0.059 0.017
H 1.286237 -3.837135 2.348819 0.022 -0.004 -0.024
C -0.413391 -5.121337 0.830049 0.020 0.044 0.034
C -1.121128 -0.293182 -1.888020 -0.345 -0.189 -0.976
H -1.117124 -3.327398 2.944635 -0.013 0.032 0.030
C 3.080101 1.689924 0.041908 0.205 -0.503 0.471
C 4.084831 4.192983 -0.597351 -0.042 -0.016 0.015
C 2.107648 -2.603354 -0.164737 -0.092 -0.063 0.005
N -1.397760 0.602228 3.023112 0.060 -0.038 -0.024
H -3.165745 -2.662283 -1.549659 0.009 0.013 -0.030
P 0.556502 2.550378 0.740092 -0.037 -0.499 -0.171
H -0.035596 -3.128256 4.320969 -0.004 -0.027 -0.005
C 2.906056 -1.467943 -0.359875 0.264 0.399 0.460
C 1.118199 0.264877 -2.606200 -0.026 0.128 0.036
H 1.802330 -0.929151 3.134930 0.018 -0.054 -0.013
C 3.822724 -3.952076 -1.192331 -0.029 0.013 0.013
C 0.141432 0.267576 -1.619764 -0.121 -1.191 0.238
H 0.511429 5.173900 2.350388 0.028 0.011 0.013
H -0.618571 -1.713502 3.457701 0.003 -0.061 0.040
H -0.853177 2.791429 -1.744569 -0.041 -0.022 -0.051
H -2.275492 -1.471483 -3.286799 0.018 -0.008 -0.025
H -1.442453 -4.560120 -1.663865 -0.012 0.007 0.008
C 4.440377 1.846307 -0.241658 0.029 0.109 -0.088
H 0.075372 4.858186 0.297071 0.059 -0.044 0.047
H 5.114367 1.002510 -0.213693 0.009 0.006 0.028
C -0.615600 -3.760294 0.158264 0.001 0.189 -0.070
H -3.803671 -0.028688 1.850621 -0.021 0.025 0.003
H 4.762614 -0.716772 -1.167130 0.022 -0.002 0.012
C -0.632100 -3.893692 -1.364997 0.016 -0.027 0.015
C 4.938137 3.096986 -0.568025 -0.006 -0.075 -0.002
H -0.218846 2.894055 2.967217 0.008 -0.006 0.001
P 0.503742 -2.356132 0.678264 0.009 0.265 -0.237
H 2.009721 -4.740041 -0.396508 0.009 0.015 -0.038
C -4.142944 0.254390 -2.967418 -0.080 -0.040 0.028
C -3.195430 -1.277951 0.153371 -0.139 0.140 -0.164
H 2.199470 4.634517 2.265120 0.005 0.009 0.014
H 2.110659 4.930900 -0.257929 0.005 -0.001 -0.013
H 4.181271 -4.923925 -1.504722 -0.013 -0.005 -0.001
Co -0.078180 0.119277 0.289894 1.333 2.311 2.470
C -4.219497 -0.783747 1.181977 0.063 -0.045 0.004
C 1.231653 4.451402 2.732046 -0.064 0.009 0.015
H -1.701074 4.273738 1.806057 -0.016 -0.005 -0.010
H 2.755242 2.170428 2.855854 0.003 -0.008 0.031
Si 2.197845 0.095099 0.331198 -1.605 -0.144 -1.639
H 2.080903 0.738432 -2.440148 0.060 -0.074 -0.025
H -1.260437 -5.751491 0.554786 0.019 -0.027 -0.015
H -4.335753 -0.809109 -2.855492 0.028 0.003 -0.035
C -3.792329 0.962226 -1.662320 0.122 0.275 0.272
H -5.098252 -0.359099 0.696362 -0.010 -0.007 0.022
H -4.762008 -1.987348 -1.170165 0.008 -0.024 -0.019
C -0.332768 -1.014696 -4.047734 0.047 -0.045 -0.064
C 2.094336 -1.974442 2.996234 -0.058 0.001 -0.032
H -1.231771 4.514406 -1.868351 0.002 0.010 0.004
H -3.367906 0.403904 -3.716672 -0.014 0.018 -0.007
```
Forces are in eV/Å.